68
Properties=species:S:1:pos:R:3:lowdin_charge:R:1 method="wB97M-V/def2-TZVPD" charge=-1 gap_ev=7.9 homo_energy_ha=-0.20788
C 4.02 -1.46 -1.04 -0.17
C 3.02 -2.25 -1.87 -0.78
Br 3.95 -3.81 -2.71 0.56
C 1.75 -2.66 -1.18 -0.69
Br 2.11 -3.70 0.45 0.65
B 0.85 -1.33 -0.82 -0.76
O 0.73 -0.55 -2.08 -0.05
C -0.68 -1.76 -0.20 -0.18
C -1.71 -1.69 -1.24 -0.79
O -2.43 -0.82 -1.57 0.01
I -1.83 -3.58 -2.44 0.71
H 3.51 -1.03 -0.18 0.06
H 4.84 -2.08 -0.67 0.05
H 4.45 -0.65 -1.63 0.08
H 2.71 -1.69 -2.75 0.07
H 1.20 -3.35 -1.82 0.02
H 1.38 -0.68 0.07 0.09
H 0.45 0.34 -1.86 0.05
H -0.97 -1.02 0.55 0.09
H -0.64 -2.75 0.25 0.06
C -8.29 -4.80 -5.73 -0.12
O -7.74 -3.61 -5.21 -0.19
C -6.88 -3.82 -4.10 -0.20
C -5.42 -3.82 -4.50 -0.21
O -5.11 -4.90 -5.37 -0.20
C -4.97 -4.51 -6.72 -0.12
H -8.82 -4.54 -6.65 0.09
H -7.51 -5.53 -5.96 0.08
H -9.00 -5.25 -5.03 0.09
H -7.12 -4.76 -3.61 0.12
H -7.05 -3.01 -3.39 0.13
H -4.80 -3.92 -3.60 0.07
H -5.15 -2.86 -4.97 0.13
H -4.07 -3.90 -6.86 0.09
H -5.84 -3.95 -7.07 0.08
H -4.87 -5.42 -7.30 0.09
C -1.01 2.24 0.51 -0.10
O 0.22 2.08 1.20 -0.18
C 0.71 3.26 1.80 -0.20
C 0.47 3.28 3.29 -0.20
O -0.91 3.33 3.62 -0.19
C -1.45 2.06 3.93 -0.11
H -1.38 1.25 0.26 0.08
H -1.75 2.77 1.12 0.09
H -0.86 2.80 -0.43 0.09
H 0.26 4.15 1.34 0.13
H 1.79 3.30 1.62 0.12
H 0.94 4.17 3.71 0.11
H 0.94 2.40 3.75 0.13
H -1.06 1.69 4.89 0.09
H -1.24 1.32 3.15 0.08
H -2.53 2.18 4.02 0.09
C 3.43 4.52 5.18 -0.12
O 3.78 3.54 4.22 -0.20
C 4.57 4.03 3.15 -0.20
C 6.03 3.68 3.33 -0.20
O 6.61 4.30 4.47 -0.19
C 6.71 3.45 5.59 -0.11
H 2.99 3.99 6.02 0.09
H 4.31 5.08 5.52 0.08
H 2.70 5.22 4.78 0.08
H 4.46 5.12 3.06 0.13
H 4.21 3.58 2.23 0.12
H 6.59 4.02 2.45 0.13
H 6.14 2.59 3.39 0.13
H 7.46 2.67 5.42 0.09
H 5.75 2.97 5.82 0.08
H 7.02 4.06 6.43 0.09

141
Properties=species:S:1:pos:R:3:lowdin_charge:R:1 method="wB97M-V/def2-TZVPD" charge=+1 gap_ev=7.4 homo_energy_ha=-0.38253
C -2.32 4.07 -4.02 -0.04
C -0.83 4.07 -4.36 -0.16
O -0.17 3.00 -3.66 0.12
B 0.31 3.30 -2.45 -0.63
O 1.19 4.33 -2.26 0.20
C -0.16 2.50 -1.16 0.05
N -0.86 2.96 -0.21 0.04
C -1.33 4.32 -0.15 -0.08
P -0.34 5.23 1.12 0.40
O 1.03 4.82 0.97 -0.22
O -0.89 4.97 2.58 -0.09
O -0.56 6.75 0.77 -0.09
C -1.17 1.96 0.84 -0.50
C -2.55 2.06 1.46 -0.01
N -0.21 1.95 1.94 0.12
C -0.97 0.69 -0.01 -0.54
I -0.85 -1.12 1.17 1.16
B -2.37 0.52 -0.86 -0.72
N -3.19 -0.67 -0.84 0.15
O -2.79 1.62 -1.59 0.15
C 0.23 1.04 -0.91 -0.31
C 1.64 1.18 -0.31 -0.19
N 2.08 0.00 0.40 0.03
C 0.19 0.09 -2.11 -0.14
O 1.45 -0.19 -2.70 -0.13
O 1.57 0.57 -3.90 0.01
H -2.60 3.10 -3.62 0.07
H -2.89 4.23 -4.93 0.08
H -2.59 4.85 -3.32 0.08
H -0.70 3.96 -5.42 0.13
H -0.42 5.05 -4.11 0.11
H 2.10 4.01 -2.27 0.14
H -2.39 4.38 0.05 0.12
H -1.16 4.85 -1.07 0.11
H -1.85 5.03 2.64 0.10
H 0.04 7.27 1.35 0.11
H -3.31 2.46 0.80 0.09
H -2.51 2.71 2.31 0.06
H -2.84 1.10 1.85 0.08
H 0.40 2.76 1.96 0.07
H -0.65 1.79 2.83 0.06
H -2.87 -1.33 -1.55 0.08
H -4.13 -0.42 -1.12 0.09
H -3.76 1.69 -1.63 0.13
H 1.65 2.02 0.37 0.11
H 2.35 1.44 -1.09 0.12
H 2.70 -0.58 -0.16 0.08
H 2.54 0.27 1.26 0.09
H -0.42 0.53 -2.89 0.14
H -0.19 -0.87 -1.79 0.11
H 2.36 1.10 -3.73 0.11
O -2.60 -4.00 -5.29 -0.26
S -2.18 -2.65 -5.08 0.57
O -2.97 -1.75 -4.30 -0.29
O -1.88 -1.98 -6.49 -0.26
C -2.91 -2.06 -7.50 -0.24
C -4.02 -1.05 -7.27 -0.07
C -0.54 -2.62 -4.46 -0.11
H -3.30 -3.07 -7.56 0.12
H -2.41 -1.84 -8.44 0.12
H -4.59 -1.30 -6.37 0.07
H -4.71 -1.05 -8.12 0.08
H -3.61 -0.05 -7.14 0.08
H 0.09 -3.26 -5.06 0.08
H -0.58 -2.98 -3.44 0.08
H -0.18 -1.59 -4.49 0.06
O 1.75 -3.57 2.33 -0.31
S 1.36 -4.91 2.02 0.54
O 0.46 -5.62 2.88 -0.27
O 2.66 -5.79 1.78 -0.26
C 3.68 -5.78 2.81 -0.24
C 3.31 -6.66 3.99 -0.07
C 0.75 -4.98 0.37 -0.12
H 3.89 -4.76 3.13 0.11
H 4.58 -6.17 2.34 0.11
H 2.46 -6.25 4.53 0.07
H 4.15 -6.74 4.67 0.08
H 3.03 -7.66 3.65 0.09
H 1.45 -4.47 -0.29 0.07
H -0.21 -4.47 0.36 0.05
H 0.63 -6.02 0.09 0.08
O 0.21 7.87 -5.00 -0.29
S 1.26 8.44 -5.80 0.57
O 2.19 7.59 -6.47 -0.27
O 2.05 9.49 -4.91 -0.26
C 2.56 9.06 -3.63 -0.25
C 3.82 8.22 -3.77 -0.07
C 0.58 9.57 -6.95 -0.12
H 1.78 8.52 -3.09 0.11
H 2.77 9.97 -3.08 0.12
H 3.61 7.27 -4.24 0.07
H 4.24 8.03 -2.78 0.08
H 4.56 8.74 -4.37 0.09
H -0.10 10.24 -6.43 0.08
H 0.04 8.99 -7.70 0.08
H 1.39 10.13 -7.41 0.08
O -5.42 -3.15 0.24 -0.29
S -5.21 -3.95 1.42 0.56
O -5.22 -5.37 1.34 -0.26
O -6.25 -3.48 2.53 -0.27
C -7.65 -3.45 2.17 -0.25
C -8.28 -4.82 2.16 -0.07
C -3.75 -3.42 2.25 -0.14
H -7.77 -2.95 1.20 0.11
H -8.13 -2.82 2.92 0.12
H -7.87 -5.44 1.36 0.07
H -9.35 -4.74 2.01 0.08
H -8.09 -5.34 3.10 0.09
H -3.77 -2.34 2.33 0.04
H -2.91 -3.73 1.64 0.05
H -3.71 -3.89 3.22 0.08
O -1.98 0.17 6.29 -0.25
S -2.71 1.29 5.79 0.57
O -2.23 2.00 4.63 -0.30
O -2.95 2.33 6.96 -0.26
C -1.79 2.76 7.72 -0.24
C -0.96 3.79 6.97 -0.07
C -4.40 0.85 5.54 -0.11
H -1.19 1.90 8.00 0.12
H -2.20 3.20 8.63 0.12
H -0.48 3.36 6.10 0.07
H -0.19 4.19 7.63 0.09
H -1.59 4.62 6.63 0.08
H -4.76 0.35 6.43 0.08
H -4.43 0.17 4.69 0.07
H -4.97 1.75 5.33 0.08
O 6.92 -7.73 3.13 -0.29
S 8.20 -8.35 3.28 0.57
O 8.65 -8.75 4.57 -0.27
O 9.30 -7.42 2.60 -0.26
C 9.35 -6.04 3.01 -0.25
C 10.02 -5.85 4.35 -0.07
C 8.34 -9.71 2.17 -0.12
H 8.34 -5.62 3.00 0.11
H 9.92 -5.53 2.23 0.12
H 9.42 -6.28 5.16 0.07
H 10.15 -4.79 4.56 0.08
H 10.99 -6.34 4.37 0.09
H 8.03 -9.38 1.18 0.07
H 7.69 -10.49 2.54 0.08
H 9.37 -10.05 2.16 0.08

22
Properties=species:S:1:pos:R:3:lowdin_charge:R:1 method="wB97M-V/def2-TZVPD" charge=+1 gap_ev=6.4 homo_energy_ha=-0.52346 e_above_lowest_kj_mol=580.6
C 0.01 0.39 -1.89 -0.10
N -1.14 -0.30 -1.45 -0.05
C -2.34 -0.20 -2.26 -0.04
C 1.14 0.36 -0.67 -0.34
N 0.40 0.64 0.40 0.27
C 2.53 -1.31 0.62 -0.07
C 1.69 -1.11 -0.65 -0.17
H 0.32 0.03 -2.87 0.14
H -0.12 1.47 -1.98 0.14
H -1.29 -0.13 -0.44 0.12
H -3.11 -0.84 -1.83 0.10
H -2.15 -0.50 -3.29 0.10
H -2.69 0.84 -2.28 0.10
H 1.90 1.09 -0.98 0.16
H -3.26 2.75 9.26 0.00
H 0.54 1.61 0.71 0.13
H -3.73 2.24 9.02 0.00
H 2.96 -2.30 0.65 0.09
H 1.89 -1.14 1.49 0.08
H 3.33 -0.56 0.63 0.09
H 2.30 -1.27 -1.53 0.12
H 0.82 -1.77 -0.65 0.12

106
Properties=species:S:1:pos:R:3:lowdin_charge:R:1 method="wB97M-V/def2-TZVPD" gap_ev=9.3 homo_energy_ha=-0.32793
C -12.67 -18.22 5.56 -0.06
N -12.11 -19.43 5.01 -0.19
C -12.70 -20.66 5.44 -0.06
C -11.01 -19.45 4.20 -0.31
O -10.38 -20.50 4.05 -0.01
H -12.76 -18.22 6.65 0.06
H -13.68 -18.03 5.18 0.09
H -12.09 -17.36 5.26 0.08
H -12.34 -21.61 5.04 0.09
H -12.66 -20.82 6.51 0.08
H -13.75 -20.53 5.18 0.08
H -10.70 -18.47 3.82 0.12
C -18.30 -18.44 8.02 -0.07
N -17.36 -19.56 8.16 -0.17
C -17.28 -20.16 9.50 -0.04
C -16.38 -19.73 7.22 -0.29
O -15.32 -20.43 7.36 -0.08
H -18.45 -18.14 6.98 0.07
H -17.96 -17.52 8.50 0.08
H -19.32 -18.67 8.30 0.09
H -18.12 -19.74 10.05 0.08
H -17.47 -21.23 9.39 0.09
H -16.42 -19.87 10.11 0.06
H -16.63 -19.15 6.32 0.13
C -8.03 -12.09 10.08 -0.10
N -9.31 -12.52 9.68 -0.17
C -10.33 -11.43 9.84 -0.01
C -9.50 -13.70 9.09 -0.32
O -10.58 -14.09 8.62 -0.03
H -8.08 -11.38 10.91 0.09
H -7.39 -11.63 9.33 0.09
H -7.42 -12.88 10.51 0.09
H -9.95 -10.52 9.37 0.09
H -11.31 -11.68 9.44 0.07
H -10.50 -11.16 10.88 0.09
H -8.53 -14.22 9.04 0.12
C -20.55 -10.66 7.43 -0.07
N -19.23 -11.19 7.48 -0.20
C -18.55 -11.26 8.78 -0.06
C -18.57 -11.49 6.35 -0.30
O -17.37 -11.87 6.31 -0.05
H -20.54 -9.64 7.80 0.09
H -21.08 -11.27 8.16 0.09
H -21.10 -10.75 6.49 0.09
H -18.94 -12.11 9.35 0.01
H -17.49 -11.48 8.66 0.07
H -18.59 -10.30 9.29 0.10
H -19.25 -11.26 5.51 0.13
C -19.62 -15.24 5.43 -0.04
N -20.43 -15.74 6.55 -0.17
C -21.53 -16.59 6.09 -0.05
C -20.23 -15.56 7.86 -0.35
O -20.91 -16.11 8.75 -0.02
H -18.93 -14.48 5.81 0.06
H -20.24 -14.88 4.61 0.08
H -19.18 -16.05 4.86 0.08
H -22.46 -16.04 5.98 0.09
H -21.33 -17.12 5.16 0.08
H -21.69 -17.39 6.82 0.08
H -19.41 -14.86 8.05 0.13
C -14.35 -11.13 8.20 -0.06
N -13.55 -9.93 8.42 -0.18
C -12.52 -9.75 7.41 -0.04
C -13.72 -9.24 9.51 -0.38
O -13.00 -8.28 9.76 -0.01
H -15.01 -11.44 9.01 0.06
H -13.60 -11.90 8.02 0.07
H -15.01 -11.05 7.34 0.08
H -12.77 -9.01 6.65 0.09
H -11.69 -9.20 7.85 0.08
H -12.20 -10.70 6.98 0.09
H -14.55 -9.63 10.12 0.13
C -14.19 -14.48 5.86 -0.05
N -14.86 -14.84 7.13 -0.14
C -13.89 -15.18 8.14 -0.06
C -16.17 -14.91 7.34 -0.33
O -16.59 -15.23 8.45 -0.04
H -14.83 -14.26 5.00 0.08
H -13.50 -15.19 5.41 0.05
H -13.68 -13.53 5.98 0.08
H -14.33 -15.28 9.13 0.07
H -13.44 -16.16 8.02 0.03
H -13.08 -14.45 8.14 0.07
H -16.85 -14.75 6.49 0.12
Br -13.61 -18.50 9.68 0.66
C -11.68 -18.73 9.24 -0.62
C -11.00 -17.34 9.14 -0.65
Br -9.00 -17.53 9.29 0.58
H -11.53 -19.46 8.44 0.05
H -11.26 -19.14 10.16 0.03
H -11.35 -16.64 9.89 0.05
H -11.17 -16.86 8.18 0.03
Br -18.00 -12.94 11.61 0.69
C -16.70 -13.82 12.78 -0.67
C -15.40 -14.07 11.97 -0.62
Br -14.25 -12.43 12.06 0.58
H -17.16 -14.67 13.27 0.06
H -16.52 -13.25 13.69 0.05
H -15.69 -14.32 10.95 0.02
H -14.86 -14.80 12.57 0.05
C -10.81 -15.78 1.39 -0.07
C -11.89 -15.27 2.19 -0.29
N -12.70 -14.81 2.82 0.16
H -11.17 -16.43 0.59 0.09
H -10.08 -16.39 1.93 0.08
H -10.33 -14.93 0.91 0.09

10
Properties=species:S:1:pos:R:3:lowdin_charge:R:1 method="wB97M-V/def2-TZVPD" gap_ev=10.0 homo_energy_ha=-0.39313 e_above_lowest_kj_mol=340.2
O 0.53 -2.14 -0.86 0.08
C 0.98 -1.58 0.10 -0.34
O 0.56 -0.42 0.60 -0.03
C -0.54 0.18 -0.10 -0.20
C 0.10 2.34 1.02 0.21
C -0.51 1.67 0.07 -0.24
H 1.81 -1.96 0.71 0.15
H -0.46 -0.13 -1.15 0.12
H -1.47 -0.24 0.30 0.14
H -0.99 2.28 -0.70 0.11

60
Properties=species:S:1:pos:R:3:lowdin_charge:R:1 method="wB97M-V/def2-TZVPD" gap_ev="6.2 / 8.0" multiplicity=2 homo_energy_ha="-0.22471 / -0.28996"
O 0.48 -0.10 -0.23 -0.36
C 1.72 0.31 -0.80 -0.31
C 2.29 -0.78 -1.70 -0.18
C 1.68 -2.03 -1.79 -0.05
H 0.76 -2.20 -1.22 0.05
C 2.27 -3.06 -2.52 -0.08
H 1.76 -4.02 -2.55 0.10
C 3.50 -2.85 -3.15 -0.10
H 3.97 -3.67 -3.69 0.10
C 4.11 -1.59 -3.08 -0.09
H 5.08 -1.43 -3.57 0.10
C 3.50 -0.56 -2.38 -0.04
H 3.96 0.43 -2.30 0.12
H 1.55 1.21 -1.42 0.14
C 2.43 2.09 0.91 -0.07
C 2.66 0.72 0.34 -0.28
H 3.31 2.39 1.50 0.07
H 1.57 2.09 1.60 0.04
H 2.26 2.83 0.12 0.08
C 3.44 -0.22 0.89 -0.11
C 4.08 -0.10 2.24 -0.11
H 3.63 -1.15 0.36 0.12
H 5.17 -0.19 2.14 0.07
H 3.75 -0.92 2.89 0.07
H 3.85 0.85 2.74 0.06
Ti -0.71 -0.36 1.11 0.35
Cl -0.71 -2.65 0.99 0.07
Cl 0.69 -0.15 2.88 0.15
H -2.34 -2.17 -4.05 0.09
H -3.74 -3.26 -2.23 0.09
C -1.62 -1.98 -3.24 -0.03
C -3.08 -2.88 -1.44 -0.05
N -2.33 -1.76 -1.99 -0.16
H -1.02 -1.10 -3.49 0.10
C -2.18 -0.59 -1.36 -0.27
O -2.41 -0.41 -0.12 -0.17
H -3.67 -2.57 -0.58 0.08
H -1.82 0.24 -1.99 0.14
H -0.96 -2.85 -3.16 0.10
H -2.40 -3.68 -1.15 0.07
H -2.52 4.64 2.03 0.10
H -2.97 4.98 -0.58 0.10
C -1.50 4.41 1.67 -0.01
C -1.97 4.54 -0.76 -0.04
N -1.56 3.73 0.38 -0.17
H -0.98 3.80 2.41 0.10
C -1.39 2.42 0.25 -0.22
O -1.12 1.67 1.24 -0.15
H -2.01 3.92 -1.66 0.09
H -1.50 2.01 -0.76 0.13
H -0.98 5.36 1.54 0.09
H -1.27 5.36 -0.93 0.10
S -3.14 -0.73 5.28 1.00
C -3.87 -1.82 4.13 -0.38
C -3.37 -1.58 2.86 -0.23
N -2.35 -0.64 2.82 -0.12
C -2.20 -0.05 4.00 -0.49
H -4.61 -2.56 4.42 0.06
H -3.68 -2.07 1.95 0.09
H -1.47 0.73 4.21 0.04

no.,calculated total energy (eV)
1,-183503.5280
2,-173164.4310
3,-8396.6585
4,-335393.2779
5,-8303.5508
6,-90839.4767